Entry 1:
{
  "formula": "CH12NO3",
  "method": "ωB97M-V with the def2-TZVPD basis set",
  "homo_energy_ev": -15.7,
  "e_above_lowest_kcal_mol": 15.1,
  "e_lumo_ev": -3.1,
  "orbital_gap_ha": 0.462,
  "total_charge": 1,
  "species": ["C", "N", "H", "H", "H", "H", "H", "H", "H", "H", "O", "H", "H", "O", "H", "H", "O"],
  "positions_angstrom": [[-1.717487, -0.611585, 0.477369], [-1.109839, 0.624952, -0.124079], [-1.109989, -1.447732, 0.155588], [-1.571535, -0.486628, 1.550614], [-2.779860, -0.689291, 0.284729], [-0.528277, 0.435863, -0.951645], [-0.469373, 1.143220, 0.504931], [-1.804174, 1.264243, -0.525152], [0.749929, -0.799367, -2.637740], [0.892966, 0.607828, -3.130773], [0.596873, 0.111780, -2.357314], [1.649363, 1.809144, 1.173924], [0.800526, 0.964194, 2.062758], [0.777075, 1.819691, 1.602812], [1.617794, -1.759139, 1.362795], [2.289737, -1.754499, -0.010069], [1.716271, -1.232674, 0.561252]],
  "forces_ev_per_a": [[0.9, 0.7, 0.8], [-0.5, 0.4, -1.2], [-0.3, -0.2, -0.1], [-0.2, -0.3, 0.0], [0.1, -0.1, -0.4], [0.3, -0.5, -0.1], [-0.1, 0.2, 0.3], [0.0, 0.0, 0.6], [-0.1, -0.1, 0.2], [-0.1, 0.3, 0.1], [0.1, -0.2, -0.4], [-0.2, 0.3, 0.0], [0.0, 0.4, 0.2], [0.2, -0.8, -0.2], [0.1, -0.1, -0.1], [0.1, 0.0, 0.0], [-0.3, 0.1, 0.1]],
  "nbo_charge": [-0.42, -0.72, 0.24, 0.22, 0.24, 0.47, 0.46, 0.43, 0.49, 0.50, -0.97, 0.50, 0.48, -0.93, 0.48, 0.49, -0.97]
}

---

Entry 2:
{
  "formula": "C27H22FMnN4O5SSe",
  "method": "ωB97M-V with the def2-TZVPD basis set",
  "homo_energy_ev": [-7.8, -7.9],
  "s_squared": 6.04,
  "e_lumo_ev": [-1.0, -1.1],
  "orbital_gap_ha": [0.249, 0.249],
  "spin_multiplicity": 5,
  "total_charge": 0,
  "species": ["Mn", "C", "C", "C", "C", "C", "C", "C", "F", "C", "C", "C", "O", "C", "C", "N", "C", "C", "O", "O", "H", "H", "H", "H", "H", "H", "H", "H", "H", "H", "H", "C", "C", "C", "C", "C", "C", "C", "S", "O", "O", "N", "C", "C", "C", "C", "C", "N", "H", "H", "H", "H", "H", "H", "H", "H", "H", "H", "H", "Se", "C", "N"],
  "positions_angstrom": [[0.278844, 0.016132, -2.177848], [-4.642957, 0.699663, 3.553794], [-3.768465, -0.515207, 3.251428], [-4.480122, -1.844500, 3.467270], [-5.578488, -2.038916, 2.428948], [-4.986523, -1.939067, 1.050400], [-5.532829, -2.622726, -0.011562], [-4.969043, -2.525542, -1.281352], [-5.539361, -3.207004, -2.281884], [-3.861136, -1.764961, -1.520915], [-3.286639, -1.060599, -0.454332], [-2.091968, -0.274228, -0.693251], [-1.574374, -0.279921, -1.851628], [-1.588850, 0.459967, 0.409680], [-2.187653, 0.333195, 1.629008], [-3.250566, -0.442967, 1.871270], [-3.845546, -1.139977, 0.834303], [-0.404574, 1.404263, 0.298170], [-0.203940, 2.181883, 1.209705], [0.284274, 1.316708, -0.787142], [-4.957410, 0.681327, 4.597046], [-5.528854, 0.725193, 2.918899], [-4.082459, 1.618591, 3.379874], [-2.898929, -0.479705, 3.909385], [-4.883843, -1.869798, 4.478935], [-3.755931, -2.658344, 3.379888], [-6.352597, -1.278231, 2.560092], [-6.065220, -3.004958, 2.559365], [-6.407607, -3.244049, 0.132801], [-3.417805, -1.697944, -2.504508], [-1.777421, 0.886098, 2.465675], [6.128976, 4.762229, -0.460401], [5.512588, 3.534077, -1.072309], [6.277376, 2.387836, -1.271523], [5.721434, 1.253972, -1.842925], [4.390469, 1.273750, -2.222257], [3.611623, 2.406839, -2.043940], [4.177180, 3.531490, -1.470511], [3.645088, -0.198832, -2.887226], [3.299568, 0.025926, -4.257193], [4.495907, -1.306245, -2.553422], [2.232998, -0.310087, -2.041026], [2.226772, -0.903355, -0.796540], [3.272153, -0.896580, 0.141250], [3.040208, -1.449666, 1.378775], [1.790859, -1.989676, 1.679912], [0.817014, -1.949701, 0.708628], [1.023168, -1.440904, -0.507358], [6.973530, 4.502376, 0.176247], [5.400120, 5.320701, 0.125302], [6.502823, 5.421308, -1.247733], [7.316526, 2.383006, -0.965330], [6.299788, 0.351431, -1.994849], [2.572582, 2.389813, -2.344903], [3.573743, 4.417602, -1.315251], [4.220368, -0.453841, -0.115931], [3.823591, -1.449874, 2.125877], [1.584406, -2.421794, 2.648947], [-0.169706, -2.365260, 0.886416], [0.859531, -1.668972, -6.477023], [0.519446, -1.005372, -4.936462], [0.217863, -0.586575, -3.868756]],
  "forces_ev_per_a": [[0.8, 0.2, 1.3], [0.1, 0.0, -0.1], [-0.2, 0.1, 0.3], [0.0, 0.0, -0.1], [0.1, 0.0, 0.1], [-0.2, -0.1, 0.1], [0.0, 0.1, 0.1], [0.2, 0.1, 0.0], [0.0, 0.0, 0.0], [-0.1, -0.1, -0.1], [0.0, 0.0, 0.0], [0.0, 0.2, 0.6], [-0.6, -0.2, -0.2], [0.3, 0.0, -0.6], [-0.2, -0.1, 0.2], [0.3, 0.1, 0.0], [0.0, -0.1, -0.3], [-0.5, -0.1, 0.3], [0.1, 0.0, -0.1], [0.4, 0.3, -0.3], [0.0, 0.0, 0.0], [0.0, 0.0, 0.0], [0.0, 0.0, 0.0], [0.1, 0.0, -0.1], [0.0, 0.0, 0.0], [0.0, 0.0, 0.0], [0.0, 0.0, 0.0], [0.0, 0.0, 0.0], [0.0, 0.0, 0.0], [0.0, 0.0, 0.0], [0.0, 0.0, 0.0], [0.0, 0.0, -0.1], [0.1, 0.0, 0.0], [-0.1, 0.1, 0.0], [0.0, -0.1, -0.1], [-0.1, -0.2, 0.0], [0.0, 0.0, -0.1], [0.0, 0.0, 0.0], [-0.5, 0.2, -0.1], [-0.1, 0.2, 0.1], [0.0, 0.1, 0.2], [0.3, -0.1, 0.0], [0.0, -0.3, 0.4], [-0.1, -0.1, -0.1], [0.0, 0.0, -0.1], [-0.1, 0.0, 0.1], [-0.1, -0.1, 0.0], [0.3, 0.4, -0.1], [0.0, 0.0, 0.0], [0.0, 0.0, 0.0], [0.0, 0.0, 0.0], [0.0, 0.0, 0.0], [0.0, 0.0, 0.1], [0.0, 0.1, 0.1], [0.0, 0.0, 0.0], [0.1, 0.0, 0.0], [0.0, 0.0, 0.0], [0.0, 0.0, 0.0], [0.0, 0.0, 0.0], [0.2, -0.2, -0.7], [-0.4, 0.2, 0.9], [-0.1, -0.5, -1.8]],
  "mulliken_spin": [3.82, 0.00, 0.00, 0.00, 0.00, 0.00, 0.00, 0.00, 0.00, 0.00, -0.01, 0.01, 0.00, 0.01, 0.01, 0.01, 0.00, 0.00, 0.01, 0.01, 0.00, 0.00, 0.00, 0.00, 0.00, 0.00, 0.00, 0.00, 0.00, 0.00, 0.00, 0.00, 0.00, 0.00, 0.00, -0.01, 0.00, 0.00, 0.01, 0.00, 0.00, -0.05, -0.02, -0.01, 0.00, 0.01, 0.01, 0.05, 0.00, 0.00, 0.00, 0.00, 0.00, 0.01, 0.00, 0.00, 0.00, 0.00, 0.00, 0.11, 0.06, -0.08]
}

---

Entry 3:
{
  "formula": "CH2ClN2O2",
  "method": "ωB97M-V with the def2-TZVPD basis set",
  "homo_energy_ev": -4.2,
  "e_above_lowest_kcal_mol": 42.0,
  "e_lumo_ev": 3.6,
  "orbital_gap_ha": 0.288,
  "smiles": "[O-][N+]([O-])=NCCl",
  "total_charge": -1,
  "species": ["O", "N", "O", "N", "C", "Cl", "H", "H"],
  "positions_angstrom": [[-2.364773, 0.482961, -1.021049], [-2.487260, -0.249973, 0.018173], [-3.572864, -0.199512, 0.613354], [-1.664092, -1.158260, 0.375394], [-0.271248, -1.090528, -0.644796], [0.889184, -1.875018, 0.353751], [-0.004390, -0.017564, -0.707416], [-0.786464, -1.535750, -1.446347]],
  "forces_ev_per_a": [[1.0, 0.0, 0.2], [-1.1, -0.3, -1.7], [-0.8, 0.2, 1.2], [3.4, 0.3, -1.2], [-4.0, 2.5, 3.7], [0.9, -1.0, -0.1], [-0.2, -0.9, -0.5], [0.7, -0.9, -1.5]],
  "nbo_charge": [-0.63, 0.54, -0.56, -0.39, -0.33, -0.06, 0.22, 0.22]
}

---

Entry 4:
{
  "formula": "C20H37BrF8N3O5PS2",
  "method": "ωB97M-V with the def2-TZVPD basis set",
  "homo_energy_ev": -5.9,
  "e_lumo_ev": -1.5,
  "orbital_gap_ha": 0.162,
  "total_charge": 0,
  "species": ["C", "C", "C", "C", "C", "C", "P", "N", "C", "N", "S", "O", "O", "C", "F", "F", "F", "C", "S", "O", "O", "C", "F", "F", "C", "F", "F", "F", "C", "N", "C", "C", "C", "C", "C", "C", "C", "C", "O", "H", "H", "H", "H", "H", "H", "H", "H", "H", "H", "H", "H", "H", "H", "H", "H", "H", "H", "H", "H", "H", "H", "H", "H", "H", "H", "H", "H", "H", "H", "H", "H", "H", "H", "H", "H", "H", "Br"],
  "positions_angstrom": [[4.741655, 0.974943, 1.860415], [3.915854, 2.240772, 1.658375], [2.407919, 2.049320, 1.376872], [1.971018, 1.479882, -0.006449], [3.134207, 1.379644, -1.008635], [1.026565, 0.224854, 0.003185], [1.241303, -0.847767, 1.536772], [2.727686, -1.367535, 1.500459], [1.406555, -0.736128, -1.124972], [0.544607, -1.951613, -1.209825], [1.148032, -2.921541, -2.640971], [1.234492, -4.265950, -2.199208], [0.327835, -2.655901, -3.768601], [2.899941, -2.426755, -3.104859], [3.736468, -2.601949, -2.122217], [2.970031, -1.233629, -3.637407], [3.175925, -3.312784, -4.040043], [-0.937264, -1.702722, -1.277434], [-1.911873, -3.254511, -1.121005], [-1.647997, -4.137479, -2.217557], [-3.310311, -2.949468, -1.065917], [-1.471814, -4.152829, 0.428294], [-0.203841, -4.594983, 0.373870], [-1.586488, -3.387909, 1.521113], [-2.394143, -5.401461, 0.651512], [-1.934979, -5.973925, 1.763231], [-2.317041, -6.263755, -0.334442], [-3.637852, -5.032692, 0.894346], [-1.405448, -0.665696, -0.194702], [-2.782344, -0.254144, -0.416215], [-3.754260, -0.616681, 0.621561], [-4.279094, 0.539049, 1.467765], [-0.478474, 0.616218, -0.254156], [-0.685849, 1.245356, -1.631725], [-0.947663, 1.521806, 0.927112], [-1.862577, 2.703321, 0.586833], [-1.126866, 3.988891, 0.170639], [-2.124120, 4.972923, -0.465582], [-2.157126, 6.199012, 0.249119], [5.714268, 1.268188, 2.269237], [4.279882, 0.362530, 2.632344], [4.944283, 0.407592, 0.958003], [3.937608, 2.769026, 2.616302], [4.362437, 2.942952, 0.951281], [2.007931, 1.539831, 2.253031], [2.017105, 3.069728, 1.443282], [1.357577, 2.262560, -0.454859], [2.733828, 1.323857, -2.026703], [3.747537, 0.492736, -0.868432], [3.723208, 2.291505, -1.005835], [0.390647, -1.970166, 1.484959], [0.887251, -0.102997, 2.667888], [2.703315, -2.377589, 1.469867], [2.393552, -1.106755, -0.820643], [1.415428, -0.259009, -2.100117], [0.701973, -2.592414, -0.412054], [-1.252703, -1.329971, -2.252838], [-1.366532, -1.125715, 0.788954], [-3.125467, -0.514749, -1.326799], [-3.425798, -1.417384, 1.288992], [-4.623547, -1.023566, 0.102684], [-4.523572, 1.420262, 0.878676], [-3.622523, 0.806462, 2.296044], [-5.210608, 0.210910, 1.934963], [-0.400039, 0.606295, -2.469534], [-0.126803, 2.169743, -1.761710], [-1.723911, 1.524899, -1.799198], [-1.480645, 0.869736, 1.621143], [-0.112073, 1.931363, 1.493958], [-2.658076, 2.434105, -0.104818], [-2.387316, 2.951153, 1.514972], [-0.759479, 4.451289, 1.086029], [-0.312394, 3.811949, -0.528795], [-3.124894, 4.530521, -0.430510], [-1.901139, 5.104439, -1.529657], [-3.060913, 6.513545, 0.316691], [2.227931, -1.673046, 4.073651]],
  "forces_ev_per_a": [[0.5, 0.6, 0.4], [-0.3, -0.2, 0.3], [0.7, 0.5, 0.0], [0.1, 0.1, -0.1], [-0.5, -0.3, -0.4], [-1.6, -0.8, -0.5], [2.0, -0.4, 0.7], [-0.1, 0.4, -3.3], [1.1, 0.8, 0.6], [-0.5, -0.5, -0.6], [-1.0, -2.3, -1.3], [0.6, 0.4, 0.9], [0.1, 1.4, 0.3], [0.5, -0.2, -0.3], [0.1, 0.4, 0.6], [-0.1, 0.5, 0.2], [-0.2, -0.4, -0.3], [-0.7, 0.1, 1.1], [-2.0, -1.1, -2.3], [1.5, 0.1, 0.4], [0.3, 0.9, 1.2], [0.1, -0.5, 0.7], [0.1, 0.3, -0.4], [-0.2, 0.3, -0.2], [0.3, 0.1, 0.8], [0.2, -0.2, 0.1], [-0.2, 0.0, -0.4], [-0.3, 0.1, -0.4], [0.2, 0.9, -0.6], [0.3, -0.3, 0.4], [-1.0, 0.2, -0.3], [-0.1, -0.2, 0.4], [0.2, -0.2, 0.7], [0.0, 0.5, -0.2], [-0.5, 0.1, -0.4], [0.2, 0.1, 0.5], [-0.9, 0.1, -0.1], [-0.4, -0.4, 0.2], [0.3, 0.2, 0.0], [0.0, 0.0, -0.1], [-0.1, -0.3, -0.3], [-0.3, -0.2, 0.0], [0.0, 0.1, 0.0], [0.0, -0.1, -0.2], [-0.1, -0.3, -0.2], [-0.3, -0.1, 0.0], [-0.2, 0.0, 0.2], [0.0, 0.0, 0.0], [0.3, 0.2, 0.2], [0.2, -0.1, 0.2], [-0.7, 0.5, 0.0], [-0.4, 0.1, -0.2], [0.4, -0.1, 0.6], [0.0, -0.1, -0.2], [-0.2, -0.1, -0.1], [0.6, 0.3, 0.1], [0.3, -0.2, -0.2], [0.2, 0.1, 0.0], [-0.1, 0.0, 0.0], [0.3, 0.0, -0.2], [0.1, -0.1, 0.0], [0.2, 0.0, -0.1], [0.2, 0.2, -0.2], [0.0, 0.0, 0.0], [0.0, -0.1, 0.0], [0.2, -0.1, 0.0], [-0.1, -0.1, 0.1], [0.0, 0.1, 0.1], [0.2, -0.1, -0.1], [0.2, -0.1, -0.2], [-0.1, 0.0, 0.0], [0.4, 0.1, -0.2], [0.2, -0.1, 0.2], [0.0, -0.1, 0.0], [0.1, 0.3, 0.1], [0.0, 0.0, -0.1], [-0.6, -0.4, 2.2]],
  "lowdin_charge": [-0.12, -0.26, -0.17, -0.28, -0.05, -0.38, 0.64, -0.38, -0.21, -0.08, 0.82, -0.20, -0.20, -0.70, 0.21, 0.19, 0.19, -0.21, 0.78, -0.24, -0.23, -0.46, 0.13, 0.13, -0.60, 0.20, 0.22, 0.20, -0.28, -0.01, -0.25, -0.08, -0.36, -0.01, -0.11, -0.21, -0.16, -0.26, -0.06, 0.07, 0.04, 0.05, 0.11, 0.09, 0.08, 0.11, 0.10, 0.08, 0.07, 0.09, 0.00, -0.06, -0.04, 0.09, 0.11, 0.12, 0.14, 0.10, 0.11, 0.11, 0.11, 0.07, 0.07, 0.08, 0.08, 0.08, 0.09, 0.10, 0.10, 0.08, 0.12, 0.12, 0.09, 0.11, 0.11, 0.08, -0.26]
}